(1)
Molecular formula: C63H58N9O2PReS
Method: DFT, ωB97M-V/def2-TZVPD

Geometry as XYZ:
```
135
Properties=species:S:1:pos:R:3
H 1.274 1.794 -5.208
H 2.081 2.387 -1.743
H 3.441 -4.203 0.211
H -0.034 -0.012 -4.420
C -3.110 4.552 -3.582
C -1.228 3.031 -0.435
H 0.022 -0.774 5.367
N -0.643 -1.818 0.908
C -1.186 0.767 2.295
C -4.135 1.232 -1.528
H 2.964 1.508 -5.694
H 1.914 -1.998 4.356
H 3.716 1.635 2.047
C -6.344 -2.937 -3.103
C 2.215 1.317 -4.920
H 4.675 1.396 -4.008
C -6.540 -0.976 -4.468
H -0.964 2.137 4.042
N -1.825 0.987 -1.820
H -7.094 -0.384 -5.179
C -5.324 -0.519 -3.994
H -4.923 0.422 -4.343
C -4.234 3.971 -4.452
C 0.875 -0.448 -3.997
C 2.966 -4.473 2.282
C 2.350 -1.769 2.271
H -2.916 2.021 -5.632
C -0.870 -2.970 2.861
O -3.824 3.872 -5.787
N 2.686 1.896 -3.671
C -1.055 -0.718 5.430
H -1.102 -0.900 7.560
H 3.513 -6.319 3.245
H 1.867 -4.486 -2.019
C 2.524 -3.843 3.442
C 3.331 -5.922 2.252
C 3.081 -3.728 1.112
C -3.819 -0.529 5.598
H -1.211 4.564 -5.447
H -0.368 7.259 -2.163
H 0.765 -1.537 -3.961
C 2.766 -2.386 1.105
C -0.396 -6.180 -0.167
C 3.904 1.226 -3.251
C -5.115 -2.500 -2.648
C -0.005 6.397 -1.627
H -2.774 -3.262 -4.296
C 2.810 -0.530 -2.028
C -0.445 -3.851 1.914
C 3.235 -0.750 -4.379
H 1.504 -8.699 -1.379
H -2.856 5.555 -3.932
H -6.755 -3.863 -2.731
C -4.587 -1.291 -3.098
H 2.526 -6.497 1.794
C 1.680 1.925 -2.652
H 2.848 -1.801 0.206
P 1.084 0.180 -2.246
H -0.468 -8.302 0.055
H -5.165 0.937 -1.456
C -1.189 -3.810 -2.898
C -0.962 -1.689 2.234
C -3.254 -0.852 -2.643
H -4.527 2.984 -4.055
N -1.937 3.699 -3.716
C -3.620 2.410 -1.142
H -1.903 5.453 -1.624
C 1.311 6.357 -1.193
C -3.109 0.351 -2.010
C -1.807 -0.557 4.274
C -0.361 -3.137 0.681
H 4.236 1.644 -2.296
N 2.007 -0.115 -4.820
C -2.691 3.054 -5.940
Re -0.601 -0.316 -0.523
C 1.159 -7.692 -1.198
N -1.230 -1.838 -1.760
C -7.048 -2.187 -4.031
C -0.825 2.967 2.028
H 1.262 3.352 0.354
H 4.007 -0.582 -5.135
C -1.038 2.335 0.755
C -1.259 -0.496 2.900
C -0.692 -3.108 -1.755
C 1.749 5.265 -0.458
H -3.441 4.590 -2.546
H -1.087 -3.164 3.892
H -0.250 -4.893 2.040
C -0.867 5.354 -1.355
N -1.332 1.448 -3.108
N -1.194 0.987 0.956
C -2.190 -1.806 -2.714
C -1.010 2.014 2.979
C -2.158 2.433 -1.454
N 3.695 -0.204 -3.114
H -7.994 -2.541 -4.406
H -4.894 -0.460 5.654
C -1.792 2.660 -2.909
H -3.773 -0.328 3.465
H -5.101 4.632 -4.442
C -1.515 3.574 -5.103
C 0.900 4.210 -0.195
C 1.813 -6.621 -1.788
C -0.430 4.220 -0.663
H 3.072 -1.824 -4.274
H 2.761 5.239 -0.087
C 0.053 -7.468 -0.393
C -0.204 -3.717 -0.596
C 1.366 -5.332 -1.568
S 1.968 -0.002 2.209
H 4.190 0.295 3.108
C 0.264 -5.101 -0.746
H 4.225 -6.062 1.647
H 0.838 2.524 -3.004
H 4.235 0.080 1.340
H 3.231 -0.141 -1.097
H 2.716 -1.620 -1.968
H -2.443 3.079 -7.001
H -1.290 -6.002 0.414
C -1.686 -0.781 6.662
C 2.226 -2.488 3.446
C 3.716 0.556 2.168
H -4.565 -3.081 -1.922
H 2.664 -6.789 -2.429
H 1.977 7.178 -1.407
H -0.922 -4.809 -3.181
H -0.673 2.886 -5.166
C -3.194 -0.452 4.368
H -4.131 3.230 -0.675
H 2.425 -4.420 4.350
C -3.066 -0.691 6.748
C -2.149 -3.017 -3.462
H -0.666 4.018 2.165
O 1.524 0.244 0.788
H -3.554 -0.739 7.708
```

Output
**E_HOMO (alpha / beta)**: -0.4212 / -0.4420 hartree
**Charge**: +2
**Largest force on an atom**: 1.59 eV/Å
**2S+1**: 4

***

(2)
Molecular formula: C63H64O11S
Method: DFT, ωB97M-V/def2-TZVPD

Geometry as XYZ:
```
139
Properties=species:S:1:pos:R:3
O -5.610 0.802 6.263
H 4.224 4.542 8.349
C 1.523 -2.444 -8.208
H 1.518 10.076 9.706
H -8.448 2.199 2.606
H 0.735 -9.172 -5.986
C 3.426 -5.816 -6.465
C -1.688 -2.162 5.398
H 4.738 7.743 2.768
C 1.570 12.183 9.303
C -3.966 -5.274 -5.846
S 4.276 -2.819 -9.513
C -5.839 0.511 3.936
C -2.491 -4.626 -7.863
H 3.962 -5.715 -7.409
C 1.051 2.696 9.554
H -2.751 -5.759 -1.188
H -4.801 -4.882 -5.266
O 4.898 -6.818 -4.861
H -7.554 1.167 0.544
C -5.964 0.154 1.555
H -4.665 -4.818 -3.217
C -2.144 -1.518 6.543
H -2.067 -6.151 -5.443
C 3.038 -1.675 -10.124
C 3.400 11.148 5.591
C 1.806 10.851 9.009
C 3.495 7.379 5.893
C 3.337 4.026 8.690
H 2.290 -0.497 -8.491
C -2.353 -1.995 4.195
C 1.947 13.175 8.404
C 2.587 -3.451 -6.050
H -4.422 -5.654 -0.608
C 4.126 9.352 4.037
C -3.586 -3.769 -1.228
C -3.478 -1.184 4.132
C 2.671 9.064 7.517
H -1.286 -2.781 -6.199
H 2.574 -7.868 -7.811
C -7.075 0.978 1.495
O -3.755 -1.536 1.818
C 0.735 2.240 5.771
C 0.200 1.684 3.498
H -0.959 -3.721 -9.047
H -2.330 -4.626 -4.609
C 4.024 7.029 4.663
H 2.658 -2.665 -5.303
C 4.333 8.017 3.733
H -4.528 -4.060 -7.529
O 4.466 -3.820 -10.519
C 1.305 2.408 3.061
C -3.948 -0.554 5.288
C -6.960 1.328 3.872
H 1.523 2.476 2.003
C 2.549 12.833 7.205
C -4.159 -0.986 2.822
C -4.247 -5.705 -2.749
H -2.000 -2.489 3.299
H -0.189 -1.216 -7.859
C 2.413 10.503 7.810
H 2.993 3.597 3.641
H 0.160 2.181 9.884
H 3.588 -0.775 -10.370
H -3.529 -7.356 -3.944
H 1.602 -3.891 -5.934
H -2.277 -6.519 -3.083
H -0.197 -4.047 -6.709
C -5.344 -0.086 2.775
C 2.131 3.039 3.976
H -1.612 -1.635 7.478
H 3.299 -1.834 -7.218
C 2.786 -2.780 -7.409
C -1.590 -3.437 -8.203
H -3.631 -0.216 7.377
H 4.194 5.988 4.431
C -5.171 0.297 5.252
H 1.054 -0.952 -9.693
H -1.867 -5.381 -7.390
H -3.413 -3.297 -6.427
H 3.451 -4.759 -4.636
H 0.621 -7.483 -6.532
H -2.904 -5.075 -8.763
H -5.056 -6.415 -2.603
C 3.063 3.921 10.042
C 3.618 -4.517 -5.684
C 1.918 3.261 10.474
H 0.733 -1.545 -6.433
H -5.572 -0.304 0.658
C -7.576 1.560 2.654
H -4.330 -6.203 -6.287
H -7.343 1.780 4.776
H 2.841 13.598 6.500
H 4.642 -4.165 -5.747
H 2.590 -9.486 -7.201
H 1.546 -7.922 -5.085
O 3.730 12.014 4.808
H -2.797 -3.449 -1.907
H 4.369 10.124 3.320
O -0.605 1.578 7.580
C 3.600 9.707 5.273
C 1.855 2.950 5.335
C -2.806 -5.563 -4.898
H 1.767 14.215 8.638
H 1.092 12.452 10.236
C 1.916 -1.294 -9.129
H 1.702 3.187 11.531
H -0.807 -2.788 5.444
C -3.273 -0.719 6.490
C 3.273 8.714 6.200
O 3.743 4.227 5.935
H -0.948 1.047 5.196
C -0.087 1.604 4.850
C -3.645 -4.241 -6.919
O 3.734 -8.257 -6.110
H 2.597 -2.105 -11.013
H 1.286 -3.320 -8.816
C 2.470 3.464 7.762
H 2.385 -5.967 -6.732
H -4.513 -3.327 -1.582
H -0.437 1.183 2.782
C 2.772 3.601 6.311
O 2.394 8.205 8.327
C 2.777 11.497 6.900
H 3.253 6.616 6.618
C -3.189 -6.363 -3.656
H -3.371 -3.467 -0.210
C 1.267 -8.233 -6.089
C 2.558 -8.447 -6.893
C 4.055 -6.988 -5.742
O 3.668 -3.567 -8.243
O 5.427 -2.083 -9.083
C 0.334 -2.012 -7.332
C 1.326 2.789 8.196
C 0.398 2.155 7.220
C -3.717 -5.291 -1.351
C -0.663 -3.118 -7.028
H -2.184 -2.571 -8.486
H 3.741 4.357 10.763
```

Output
**E_HOMO**: -0.3558 hartree
**Charge**: 0
**Largest force on an atom**: 2.43 eV/Å
**SMILES string**: CCCCCCCCCCC[C@H]1CCS(=O)(=O)O[C@@H]1CCCC(=O)OCC.O=C1c2ccccc2C(=O)c2ccccc21.O=C1c2ccccc2C(=O)c2ccccc21.O=C1c2ccccc2C(=O)c2ccccc21